12
Properties=species:S:1:pos:R:3:forces:R:3 method="wB97M-V/def2-TZVPD" mol_weight_g_mol=86.1 de_lowest_kcal_mol=68.1 orbital_gap_ev=10.57 e_lumo_ev=0.988 e_homo_ev=-9.6
C 0.7757 0.4175 0.5501 -4.513 1.330 1.338
C -1.0672 -0.8797 -0.4600 -2.404 -0.396 -1.622
C 0.1360 -0.5009 -1.3542 0.433 -6.215 -6.675
H -0.3109 1.7971 1.3760 -0.614 -0.652 0.063
H 0.9426 1.4802 2.3016 -0.491 -1.464 -0.813
H -2.0966 -0.5699 -0.8203 1.281 -0.779 0.313
H -1.1211 -1.7818 0.1831 0.965 1.071 -0.062
H -0.1528 -0.1572 -2.3829 1.029 -0.883 0.602
H 1.0498 -1.0843 -1.0544 -0.771 0.367 -1.522
N 0.2485 0.9961 1.6738 0.643 2.937 1.560
N -0.2508 0.2784 -0.4372 -0.183 6.076 7.204
O 1.8467 0.0045 0.4244 4.625 -1.392 -0.384